[1]
Molecular formula: C3H3AgO
Method: DFT, wB97M-V/def2-TZVPD

The geometry in XYZ format:
```
8
Properties=species:S:1:pos:R:3:mulliken_charge:R:1
C -2.139 -0.502 -0.060 -0.358
C -1.592 0.529 -0.422 -0.266
H -2.403 -1.335 0.579 0.338
H -1.352 1.583 -0.434 0.365
C 2.015 0.379 -0.109 -0.126
O 2.243 -0.847 -0.200 -0.467
Ag 0.363 -0.812 1.192 0.377
H 2.865 1.005 -0.546 0.137
```

- Energy above the lowest of the compared OMol25 structures with the same formula, charge and spin: 16.6 kJ/mol
- Total charge: 0
- HOMO energy (alpha / beta): -6.4727 / -6.4739 eV
- Kohn-Sham gap (alpha / beta): 5.47 / 5.47 eV


[2]
Molecular formula: C28H38N5O2PSTl
Method: DFT, wB97M-V/def2-TZVPD

The geometry in XYZ format:
```
76
Properties=species:S:1:pos:R:3:mulliken_charge:R:1
Tl -0.553 0.208 0.951 3.030
N 0.019 4.498 2.099 -0.236
C -0.431 3.245 1.942 0.534
O 0.149 2.276 2.430 -0.660
C -1.732 3.085 1.176 -0.917
C -1.795 1.829 0.317 -1.541
H 0.860 4.654 2.627 0.220
H -0.467 5.283 1.705 0.209
H -1.967 3.980 0.598 0.355
H -2.493 3.019 1.960 0.404
H -1.530 2.016 -0.725 0.478
H -2.810 1.434 0.300 0.507
S -3.103 -3.835 0.307 -0.262
C -4.076 -2.789 -0.675 0.916
C -5.355 -2.999 -1.185 -0.602
C -5.915 -2.000 -1.953 -0.484
C -5.218 -0.814 -2.218 -0.694
C -3.951 -0.608 -1.714 -0.339
C -3.375 -1.606 -0.927 -0.514
N -2.113 -1.553 -0.355 -0.334
C -1.848 -2.639 0.305 0.347
C -0.570 -2.842 1.014 0.891
C -0.103 -4.134 1.245 -0.972
C 1.119 -4.333 1.864 -0.709
C 1.887 -3.240 2.238 -0.773
C 1.426 -1.953 2.000 -0.255
C 0.194 -1.734 1.398 -0.569
H -5.893 -3.916 -0.988 0.406
H -6.907 -2.136 -2.361 0.387
H -5.681 -0.054 -2.832 0.395
H -3.401 0.299 -1.929 0.469
H -0.687 -4.986 0.920 0.343
H 1.477 -5.339 2.038 0.405
H 2.847 -3.389 2.714 0.464
H 2.044 -1.111 2.275 0.228
O 1.638 0.685 0.262 -0.667
P 2.872 1.527 0.111 -0.950
N 4.022 0.723 -0.740 0.764
C 5.367 0.392 -0.258 -0.364
C 6.059 -0.098 -1.524 -0.785
C 4.952 -0.846 -2.269 -0.708
C 3.660 -0.098 -1.907 -0.379
N 3.575 1.936 1.531 0.556
C 4.234 3.207 1.824 -0.403
C 3.837 3.494 3.269 -0.361
C 3.742 2.108 3.909 -0.825
C 3.406 1.144 2.757 -0.328
N 2.527 2.934 -0.704 0.502
C 3.511 3.528 -1.622 -0.558
C 2.820 4.801 -2.125 -0.767
C 1.315 4.572 -1.870 -0.737
C 1.216 3.149 -1.321 0.171
H 5.341 -0.398 0.502 0.303
H 5.852 1.263 0.180 0.166
H 6.923 -0.724 -1.306 0.408
H 6.402 0.758 -2.108 0.295
H 4.893 -1.881 -1.931 0.343
H 5.119 -0.866 -3.345 0.344
H 2.849 -0.784 -1.654 0.051
H 3.313 0.537 -2.728 0.278
H 3.903 3.977 1.128 0.255
H 5.323 3.115 1.737 0.261
H 2.865 3.984 3.301 -0.209
H 4.555 4.140 3.772 0.444
H 2.980 2.069 4.685 0.368
H 4.691 1.833 4.369 0.315
H 2.381 0.782 2.820 0.067
H 4.083 0.283 2.767 0.324
H 3.730 2.843 -2.448 0.236
H 4.452 3.729 -1.109 0.504
H 3.043 4.972 -3.177 0.336
H 3.173 5.672 -1.576 0.265
H 0.710 4.699 -2.766 0.458
H 0.949 5.280 -1.125 0.238
H 1.040 2.427 -2.129 0.390
H 0.419 3.030 -0.591 -0.728
```

- Energy above the lowest of the compared OMol25 structures with the same formula, charge and spin: 42.6 kJ/mol
- Total charge: +1
- HOMO energy: -10.9437 eV
- Kohn-Sham gap: 8.61 eV


[3]
Molecular formula: C4H2BrN
Method: DFT, wB97M-V/def2-TZVPD

The geometry in XYZ format:
```
8
Properties=species:S:1:pos:R:3:mulliken_charge:R:1
C -0.377 -1.060 -1.821 0.355
C -0.032 -0.571 -0.909 -0.802
C 0.682 -0.468 0.371 -0.370
C 0.170 0.412 1.294 0.304
N -0.728 1.142 1.883 -0.381
Br -0.967 2.849 1.830 0.066
H -0.185 -1.246 -2.707 0.411
H 1.436 -1.056 0.059 0.416
```

- Energy above the lowest of the compared OMol25 structures with the same formula, charge and spin: 308.1 kJ/mol
- Total charge: 0
- HOMO energy: -9.0255 eV
- Structure (SMILES): C#CC=C=NBr
- Kohn-Sham gap: 9.01 eV


[4]
Molecular formula: C21H34N3O4PPt
Method: DFT, wB97M-V/def2-TZVPD

The geometry in XYZ format:
```
64
Properties=species:S:1:pos:R:3:mulliken_charge:R:1
C 1.262 -1.776 3.467 -1.155
C 0.493 -0.466 2.956 -0.401
N -0.183 -0.777 1.683 0.113
C -0.470 0.400 0.849 -0.408
C 0.760 1.166 0.184 -0.369
C 2.084 0.314 0.009 -0.633
C 3.240 0.699 1.019 -0.630
C 4.687 0.715 0.393 -0.746
O 4.823 -0.083 -0.800 -0.205
C 5.878 -0.980 -0.740 0.652
C 5.560 -2.428 -1.303 -0.790
O 6.980 -0.743 -0.350 -0.439
O -0.859 1.372 1.881 -0.427
C -2.204 1.733 1.896 0.141
O -2.876 2.066 2.812 -0.516
C -2.576 1.641 0.341 0.150
C -2.049 3.046 -0.190 -1.028
N -3.049 3.658 -1.117 -0.489
C -1.841 0.293 0.003 2.629
C -2.746 -0.925 0.459 -0.395
C -4.109 -0.741 1.092 -0.848
C -4.762 -2.010 1.369 -0.532
C -4.201 -3.366 1.073 -0.299
N -2.963 -3.505 0.529 -0.578
C -2.323 -2.349 0.248 0.013
P -1.675 -0.209 -1.812 0.519
C -0.044 -1.138 -2.075 -0.872
C -1.569 1.263 -2.953 -0.360
C -3.026 1.606 -3.517 -1.192
H 1.529 -1.657 4.551 0.404
H 2.159 -1.943 2.818 0.262
H 0.517 -2.619 3.357 0.319
H 1.267 0.344 2.900 0.269
H -0.216 -0.204 3.794 0.344
H 0.272 -1.528 1.162 0.684
H 0.999 2.131 0.713 0.673
H 0.422 1.474 -0.852 -0.404
H 1.944 -0.797 0.074 0.026
H 2.446 0.511 -1.045 0.491
H 3.049 1.708 1.491 0.386
H 3.230 -0.058 1.854 0.069
H 5.403 0.399 1.207 0.423
H 4.960 1.791 0.182 0.269
H 5.590 -3.201 -0.500 0.313
H 6.304 -2.601 -2.124 0.423
H 4.500 -2.376 -1.817 -0.081
H -3.684 1.722 0.156 0.284
H -1.009 3.060 -0.597 0.278
H -2.035 3.739 0.706 0.493
H -3.491 4.455 -0.656 0.261
H -2.613 3.926 -1.997 0.211
H -4.548 0.255 1.309 0.413
H -5.794 -1.963 1.808 0.410
H -4.812 -4.277 1.313 0.420
H -1.308 -2.474 -0.220 0.153
H 0.299 -1.540 -1.085 0.146
H 0.756 -0.440 -2.438 0.373
H -0.202 -1.978 -2.804 0.464
H -0.981 0.917 -3.858 0.560
H -1.021 2.151 -2.552 0.398
H -3.775 1.658 -2.681 0.296
H -3.355 0.874 -4.304 0.395
H -3.015 2.613 -4.022 0.341
Pt 3.972 -2.550 -3.252 0.330
```

- Energy above the lowest of the compared OMol25 structures with the same formula, charge and spin: 0.0 kJ/mol
- Total charge: +2
- HOMO energy: -13.4124 eV
- Kohn-Sham gap: 2.13 eV


[5]
Molecular formula: C28H34AgCl3F3N4O2
Method: DFT, wB97M-V/def2-TZVPD

The geometry in XYZ format:
```
75
Properties=species:S:1:pos:R:3:mulliken_charge:R:1
Ag 12.161 5.175 -0.099 0.704
C 10.767 1.955 -1.432 -0.141
O 10.901 1.209 -2.673 -0.129
O 11.187 3.173 -1.554 -0.584
C 9.337 1.762 -0.857 0.792
F 8.407 1.769 -1.859 -0.310
F 9.134 0.587 -0.226 -0.344
F 8.987 2.713 0.034 -0.178
C 10.844 -0.184 -2.613 -0.261
C 11.346 -0.779 -3.926 -1.225
H 12.427 -0.687 -4.062 0.306
H 11.095 -1.837 -3.958 0.394
H 10.906 -0.186 -4.734 0.226
H 9.815 -0.556 -2.508 0.256
H 11.444 -0.599 -1.792 0.284
H 11.389 1.309 -0.749 0.135
C 11.881 3.032 -8.155 -0.982
N 11.048 3.371 -6.977 0.122
C 9.861 3.987 -7.159 -0.371
C 9.134 4.414 -6.082 -0.692
C 9.621 4.202 -4.796 0.610
C 10.852 3.575 -4.630 -0.356
C 11.515 3.131 -5.742 -0.397
C 8.937 4.705 -3.599 0.933
C 7.620 4.348 -3.268 -0.575
C 7.168 4.618 -2.002 -0.491
N 7.945 5.284 -1.133 0.092
C 9.114 5.795 -1.506 -0.449
C 9.641 5.486 -2.735 -0.370
C 7.515 5.489 0.271 -0.888
H 12.923 3.051 -7.844 0.350
H 11.810 3.844 -8.871 0.396
H 11.607 2.029 -8.463 0.323
H 9.631 4.205 -8.192 0.425
H 8.280 5.061 -6.236 0.483
H 11.266 3.398 -3.634 0.221
H 12.510 2.714 -5.679 0.479
H 7.054 3.684 -3.907 0.477
H 6.253 4.240 -1.572 0.419
H 9.735 6.337 -0.819 0.576
H 10.665 5.779 -2.961 0.325
H 7.176 4.509 0.599 0.355
H 6.607 6.098 0.273 0.365
H 8.296 5.996 0.834 0.194
C 11.085 2.882 2.247 -1.261
N 11.347 3.350 3.601 0.407
C 10.599 2.967 4.644 -0.055
C 10.874 3.500 5.880 -0.983
C 11.917 4.422 6.042 1.147
C 12.725 4.694 4.945 -0.833
C 12.367 4.221 3.701 -0.349
C 12.269 5.011 7.343 0.766
C 12.057 4.336 8.547 -0.789
C 12.410 4.907 9.748 -0.154
N 13.010 6.101 9.756 0.031
C 13.325 6.764 8.622 -0.241
C 12.914 6.243 7.427 -0.749
C 13.320 6.734 11.071 -0.996
H 10.787 3.796 1.766 0.355
H 10.349 2.088 2.168 0.237
H 12.007 2.548 1.758 0.299
H 9.730 2.364 4.436 0.418
H 10.266 3.291 6.751 0.452
H 13.656 5.232 5.061 0.496
H 12.855 4.501 2.758 0.305
H 11.637 3.340 8.559 0.426
H 12.248 4.350 10.658 0.418
H 13.847 7.695 8.782 0.454
H 13.043 6.821 6.519 0.620
H 14.330 6.480 11.374 0.316
H 12.620 6.337 11.799 0.378
H 13.136 7.796 10.948 0.398
Cl 13.995 3.552 1.198 -0.637
Cl 12.563 7.110 -1.836 -0.667
Cl 10.876 6.735 1.869 -0.711
```

- Energy above the lowest of the compared OMol25 structures with the same formula, charge and spin: 0.0 kJ/mol
- Total charge: +1
- HOMO energy: -8.4253 eV
- Kohn-Sham gap: 3.81 eV


| no. | energy (eV) |
| --- | --- |
| 1 | -9199.9004 |
| 2 | -66013.9582 |
| 3 | -75705.2215 |
| 4 | -47497.2809 |
| 5 | -89354.5158 |